DFT (wB97M-V/def2-TZVPD) results for a cluster of 5 separate species, C24H44BBrF4N3O5S4 in total at a distorted geometry.

Summary:
net charge: +1
HOMO: -9.986 eV
lowest unoccupied orbital energy: -3.65 eV
frontier orbital gap: 6.34 eV

Geometry (Å):
C 1.87 -0.25 1.52
C 2.20 0.48 0.39
C 1.22 0.44 -0.71
C 0.08 1.23 -0.92
B -0.29 2.41 0.11
C 0.44 3.81 0.14
O -1.28 2.16 1.03
N -0.53 0.81 -2.07
C -1.78 1.45 -2.52
C -2.94 0.99 -1.59
C -4.30 0.83 -2.32
C -5.51 1.15 -1.43
N -5.52 0.45 -0.15
C -4.88 -0.66 0.26
C -5.10 -1.00 1.57
C -6.03 0.04 2.00
C -6.27 0.88 0.94
C 0.15 -0.21 -2.64
C -0.21 -0.94 -3.92
F -1.56 -0.87 -4.08
F 0.30 -0.33 -5.02
C 0.16 -2.47 -3.98
F 1.35 -2.66 -4.58
F -0.77 -3.07 -4.76
N 1.19 -0.38 -1.81
Br 2.60 -1.59 -1.97
H 0.96 -0.06 2.11
H 2.49 -1.10 1.88
H 3.13 1.06 0.40
H 1.23 3.81 -0.63
H 0.82 4.00 1.15
H -0.33 4.59 -0.05
H -0.94 2.25 1.93
H -1.98 1.28 -3.59
H -1.66 2.54 -2.41
H -2.65 0.03 -1.15
H -3.09 1.69 -0.75
H -4.32 1.56 -3.15
H -4.40 -0.16 -2.81
H -6.48 1.02 -1.95
H -5.45 2.23 -1.19
H -4.20 -1.26 -0.35
H -4.69 -1.83 2.14
H -6.47 0.17 2.98
H -6.91 1.75 0.88
H 0.11 -2.90 -2.97
C 1.40 6.96 4.12
S -0.21 6.68 3.35
O -0.20 5.30 2.79
C 0.03 7.82 1.98
H 1.48 6.31 4.99
H 2.19 6.72 3.41
H 1.47 8.00 4.43
H 0.91 7.52 1.41
H 0.15 8.83 2.37
H -0.85 7.77 1.34
C -3.29 -7.34 -5.07
S -3.08 -6.48 -3.51
O -4.35 -6.61 -2.76
C -3.04 -4.82 -4.21
H -3.38 -8.41 -4.87
H -4.19 -6.99 -5.57
H -2.41 -7.17 -5.71
H -3.96 -4.63 -4.77
H -2.18 -4.73 -4.87
H -2.95 -4.11 -3.40
C 5.26 -3.07 4.28
S 3.84 -3.72 3.40
O 3.01 -2.55 2.96
C 3.03 -4.44 4.84
H 5.89 -2.54 3.58
H 4.93 -2.38 5.06
H 5.82 -3.90 4.72
H 2.84 -3.66 5.58
H 3.67 -5.22 5.26
H 2.09 -4.87 4.52
C 6.38 1.54 1.68
S 5.94 -0.14 2.13
O 6.65 -0.46 3.40
C 6.85 -0.93 0.80
H 5.94 2.22 2.42
H 7.46 1.66 1.68
H 5.98 1.77 0.69
H 7.91 -0.66 0.85
H 6.44 -0.62 -0.16
H 6.75 -2.01 0.90

DFT (wB97M-V/def2-TZVPD) results for a structure of composition C24H44BClCoN2O4P2.

Summary:
net charge: 0
HOMO (spin up / spin down): -7.852 / -7.703 eV
lowest unoccupied orbital energy (spin up / spin down): 0.18 / 0.50 eV
frontier orbital gap (spin up / spin down): 8.03 / 8.20 eV
2S+1: 2

Geometry (Å):
Co 0.33 0.63 0.36
C -1.08 3.39 -3.50
C -0.25 2.81 -2.35
C 0.66 1.74 -2.93
C 0.64 3.91 -1.74
P -1.17 1.95 -0.96
C -2.25 0.71 -1.83
N -1.57 -0.55 -1.67
B -0.50 -0.72 -0.74
N -0.04 -2.06 -0.91
C 1.20 -2.51 -0.27
P 2.37 -1.07 -0.47
C 3.66 -1.16 0.90
C 4.66 -2.32 0.83
C 2.92 -1.24 2.23
C 4.43 0.18 0.92
C 3.19 -1.47 -2.13
C 2.14 -1.29 -3.24
C 4.33 -0.49 -2.41
C 3.71 -2.91 -2.28
C -0.78 -2.67 -1.93
C -0.69 -3.93 -2.49
C -1.55 -4.24 -3.55
C -2.48 -3.32 -4.02
C -2.58 -2.05 -3.44
C -1.72 -1.73 -2.41
C -2.32 3.17 -0.12
C -2.80 4.32 -1.01
C -3.58 2.45 0.39
C -1.56 3.75 1.08
H -0.40 3.56 -4.35
H -1.53 4.35 -3.26
H -1.86 2.72 -3.85
H 1.32 2.20 -3.68
H 0.10 0.94 -3.42
H 1.28 1.29 -2.16
H 1.30 4.30 -2.51
H 1.26 3.52 -0.93
H 0.06 4.75 -1.35
H -2.41 0.97 -2.88
H -3.23 0.69 -1.35
H 1.57 -3.42 -0.73
H 1.04 -2.69 0.79
H 4.16 -3.29 0.72
H 5.22 -2.35 1.77
H 5.39 -2.20 0.03
H 2.41 -2.20 2.38
H 2.19 -0.45 2.35
H 3.66 -1.14 3.03
H 5.03 0.35 0.03
H 5.10 0.18 1.78
H 3.74 1.02 1.03
H 1.75 -0.29 -3.28
H 1.30 -1.99 -3.14
H 2.63 -1.50 -4.20
H 4.04 0.55 -2.24
H 4.63 -0.59 -3.46
H 5.21 -0.70 -1.80
H 2.90 -3.64 -2.27
H 4.45 -3.19 -1.54
H 4.18 -2.98 -3.26
H 0.02 -4.65 -2.13
H -1.50 -5.22 -4.01
H -3.14 -3.59 -4.83
H -3.32 -1.33 -3.79
H -3.29 3.97 -1.92
H -2.00 5.01 -1.28
H -3.53 4.89 -0.43
H -4.27 2.24 -0.43
H -4.09 3.13 1.08
H -3.38 1.53 0.93
H -0.66 4.29 0.77
H -1.26 2.98 1.79
H -2.21 4.46 1.60
O -0.63 0.56 4.35
Cl -0.52 0.41 2.93
O -1.78 0.64 2.26
O -0.02 -0.91 2.56
O 0.47 1.41 2.39

DFT (wB97M-V/def2-TZVPD) results for a structure of composition C24H44BF4N8O6 at a distorted geometry.

Summary:
net charge: +1
HOMO: -10.811 eV
lowest unoccupied orbital energy: -4.63 eV
frontier orbital gap: 6.18 eV

Geometry (Å):
C 4.43 0.17 0.48
N 3.20 -0.68 0.45
C 2.03 -0.29 -0.19
C 0.86 -1.06 -0.05
C 0.86 -2.20 0.77
C 2.05 -2.52 1.48
C 3.16 -1.76 1.32
C -0.40 -3.01 1.03
C -0.39 -4.42 1.32
C -1.57 -5.12 1.33
N -2.76 -4.47 1.36
C -2.78 -3.09 1.25
C -1.57 -2.39 1.13
C -4.02 -5.17 1.71
H 4.26 1.06 1.09
H 4.55 0.54 -0.54
H 5.38 -0.33 0.67
H 1.98 0.65 -0.71
H -0.07 -0.69 -0.46
H 2.00 -3.43 2.05
H 4.11 -2.03 1.77
H 0.57 -4.89 1.49
H -1.63 -6.20 1.27
H -3.73 -2.59 1.34
H -1.65 -1.31 1.09
H -3.70 -5.77 2.56
H -4.26 -5.70 0.78
H -4.86 -4.53 2.00
B 0.03 1.61 -0.34
F -0.08 2.53 -1.30
F -1.10 1.60 0.47
F 0.13 0.42 -0.98
F 1.21 1.84 0.37
O 1.81 5.88 -0.80
C 1.68 4.70 -0.98
N 1.94 3.79 0.01
C 1.07 4.18 -2.32
H 1.51 2.89 -0.06
H 2.24 4.24 0.86
H 0.87 5.00 -3.02
H 0.11 3.67 -2.22
H 1.87 3.56 -2.71
O 1.69 -0.51 2.23
C 0.75 -0.01 2.85
N 0.95 0.56 4.06
C -0.78 -0.21 2.38
H 1.89 0.76 4.37
H 0.23 1.20 4.35
H -1.27 0.56 2.97
H -1.11 -1.23 2.61
H -1.04 0.04 1.35
O -3.27 -1.70 -0.16
C -2.52 -0.88 -0.67
N -2.29 0.22 -0.03
C -1.81 -1.10 -1.98
H -1.63 0.92 -0.34
H -2.92 0.31 0.76
H -1.79 -2.17 -2.18
H -0.80 -0.73 -1.82
H -2.41 -0.63 -2.76
O 0.93 -3.67 -2.22
C 1.31 -2.54 -2.39
N 2.60 -2.20 -2.33
C 0.36 -1.37 -2.62
H 2.86 -1.22 -2.27
H 3.25 -2.94 -2.11
H 0.73 -0.94 -3.55
H 0.47 -0.69 -1.78
H -0.62 -1.81 -2.82
O 0.52 4.80 2.99
C 0.13 4.00 2.12
N 0.62 2.77 2.06
C -1.01 4.28 1.12
H 1.19 2.48 2.84
H 0.43 2.36 1.15
H -1.68 3.43 1.21
H -0.78 4.41 0.06
H -1.73 5.10 1.25
O -1.34 1.07 -4.61
C -1.08 1.42 -3.42
N 0.14 1.33 -3.00
C -2.22 1.82 -2.49
H 0.25 1.42 -2.00
H 0.88 0.88 -3.51
H -2.84 2.68 -2.73
H -1.79 2.09 -1.52
H -2.78 0.94 -2.19

DFT (wB97M-V/def2-TZVPD) results for a structure of composition C24H44Cl2N3O6SiTi at a distorted geometry.

Summary:
net charge: 0
HOMO (spin up / spin down): -3.736 / -3.738 eV
lowest unoccupied orbital energy (spin up / spin down): 0.03 / 0.02 eV
frontier orbital gap (spin up / spin down): 3.77 / 3.76 eV
2S+1: 2
energy relative to the best compared isomer or geometry (same formula, charge and spin): 135.1 kcal per mole

Geometry (Å):
C -2.26 -0.59 -4.97
C -1.32 -1.19 -3.94
H -2.65 -1.37 -5.63
H -1.71 0.14 -5.58
H -3.10 -0.08 -4.49
C -0.47 -2.23 -4.31
C 0.03 -2.51 -5.68
H -0.28 -3.05 -3.61
H 0.77 -1.77 -6.03
H -0.74 -2.63 -6.46
H 0.58 -3.46 -5.66
Ti 0.61 1.27 1.63
Cl 1.74 3.24 1.59
C -0.49 -1.48 2.36
O 0.40 -0.61 2.15
N -0.17 -2.56 3.05
C 1.23 -2.91 3.24
C -1.20 -3.40 3.62
H -1.51 -1.34 2.00
H 1.81 -2.02 3.49
H 1.64 -3.39 2.34
H 1.27 -3.62 4.07
H -2.12 -2.81 3.69
H -0.88 -3.72 4.62
H -1.39 -4.29 3.00
H 2.01 3.80 6.48
H -0.01 4.98 6.42
C 1.89 3.25 5.55
C -0.13 4.70 5.37
N 0.50 3.41 5.14
H 2.13 2.20 5.69
C -0.09 2.50 4.34
O 0.56 1.62 3.71
H -1.19 4.63 5.10
H -1.19 2.56 4.28
H 2.57 3.69 4.80
H 0.35 5.48 4.74
H 2.03 0.73 -2.34
H 2.65 -2.37 -2.48
C 3.01 0.41 -1.96
C 3.32 -2.04 -1.67
N 2.85 -0.77 -1.11
H 3.48 1.22 -1.39
C 2.49 -0.67 0.18
O 2.36 0.44 0.78
H 3.34 -2.80 -0.87
H 2.30 -1.64 0.66
H 3.65 0.11 -2.80
H 4.33 -1.90 -2.10
O -0.85 -0.07 -2.96
C -1.73 -1.02 -2.45
C 0.03 -2.46 -1.36
C -1.31 -2.06 -1.49
H 0.81 -1.92 -1.89
C 0.37 -3.60 -0.64
H -2.73 -0.62 -2.28
C -2.30 -2.79 -0.79
H 1.40 -3.98 -0.63
C -0.61 -4.30 0.07
C -1.95 -3.89 -0.01
H -3.34 -2.49 -0.89
H -0.34 -5.19 0.64
H -2.72 -4.45 0.52
Si -0.57 2.94 -1.66
Cl -0.08 0.84 -0.46
C 1.10 3.78 -1.80
C -1.31 3.90 -0.20
C -1.64 2.81 -3.11
H 1.93 3.12 -2.07
H 1.38 4.30 -0.87
H 1.02 4.56 -2.57
H -1.04 2.59 -4.00
H -2.12 3.79 -3.25
H -2.41 2.05 -2.97
H -2.25 3.47 0.18
H -1.52 4.93 -0.54
H -0.61 4.01 0.65
O -2.58 0.10 0.76
C -2.43 1.13 1.43
O -1.30 1.66 1.82
H -3.30 1.71 1.81

DFT (wB97M-V/def2-TZVPD) results for a cluster of 7 separate species, C24H44Cl2O18 in total at a distorted geometry.

Summary:
net charge: 0
HOMO: -10.553 eV
lowest unoccupied orbital energy: 0.45 eV
frontier orbital gap: 11.01 eV

Geometry (Å):
Cl 1.12 -1.50 6.01
C 0.53 -1.85 4.33
C -0.01 -0.60 3.69
Cl 1.25 0.62 3.28
H -0.19 -2.64 4.49
H 1.42 -2.21 3.81
H -0.70 -0.04 4.32
H -0.52 -0.84 2.76
C 0.29 1.19 -5.18
C 1.45 2.19 -5.49
O 1.30 3.15 -4.46
C 0.10 3.01 -3.86
O -0.27 3.67 -2.94
O -0.54 1.96 -4.34
H 0.65 0.37 -4.56
H -0.15 0.85 -6.12
H 1.46 2.55 -6.52
H 2.39 1.66 -5.34
C -2.14 4.15 1.99
C -1.77 3.76 0.52
O -3.10 3.44 0.00
C -4.04 3.64 0.90
O -5.23 3.61 0.70
O -3.53 3.94 2.09
H -1.90 5.19 2.17
H -1.59 3.47 2.64
H -1.13 2.90 0.32
H -1.42 4.63 -0.03
C 1.14 -1.31 -2.01
C 1.14 -0.99 -0.52
O -0.14 -1.17 0.07
C -1.06 -0.23 -0.11
O -0.89 0.81 -0.70
O -2.18 -0.65 0.45
C -3.33 0.21 0.50
H 0.55 -0.62 -2.61
H 0.84 -2.36 -2.11
H 2.18 -1.35 -2.35
H 1.56 -0.01 -0.32
H 1.78 -1.71 -0.03
H -4.20 -0.35 0.16
H -3.19 1.07 -0.15
H -3.50 0.52 1.53
C 5.85 -6.53 2.59
C 5.28 -5.56 1.58
O 5.61 -4.24 2.07
C 5.03 -3.22 1.44
O 4.20 -3.35 0.58
O 5.50 -2.10 1.94
C 5.13 -0.89 1.23
H 6.91 -6.34 2.77
H 5.81 -7.55 2.20
H 5.24 -6.51 3.49
H 4.20 -5.68 1.54
H 5.68 -5.60 0.57
H 5.72 -0.17 1.80
H 4.07 -0.71 1.39
H 5.53 -0.96 0.22
C -8.07 -3.40 -2.26
C -7.72 -3.05 -0.82
O -7.21 -1.72 -0.79
C -7.01 -1.17 0.40
O -7.05 -1.73 1.47
O -6.70 0.11 0.22
C -6.87 1.02 1.30
H -7.21 -3.14 -2.88
H -8.92 -2.80 -2.57
H -8.27 -4.47 -2.29
H -7.08 -3.80 -0.34
H -8.64 -3.05 -0.24
H -7.86 0.87 1.73
H -6.86 2.01 0.86
H -6.12 1.03 2.09
C 6.04 2.23 -1.65
C 4.56 2.14 -2.04
O 3.73 1.84 -0.95
C 3.25 2.84 -0.22
O 3.69 3.96 -0.24
O 2.22 2.40 0.46
C 1.59 3.28 1.37
H 6.24 3.22 -1.22
H 6.74 2.19 -2.48
H 6.36 1.54 -0.87
H 4.53 1.37 -2.81
H 4.25 3.08 -2.50
H 1.47 4.30 1.01
H 2.15 3.32 2.31
H 0.59 2.89 1.55

> Which formula does entry 4 have?

C24H44Cl2N3O6SiTi

What did the first record say?
DFT (wB97M-V/def2-TZVPD) results for a cluster of 5 separate species, C24H44BBrF4N3O5S4 in total at a distorted geometry.

Summary:
net charge: +1
HOMO: -9.986 eV
lowest unoccupied orbital energy: -3.65 eV
frontier orbital gap: 6.34 eV

Geometry (Å):
C 1.87 -0.25 1.52
C 2.20 0.48 0.39
C 1.22 0.44 -0.71
C 0.08 1.23 -0.92
B -0.29 2.41 0.11
C 0.44 3.81 0.14
O -1.28 2.16 1.03
N -0.53 0.81 -2.07
C -1.78 1.45 -2.52
C -2.94 0.99 -1.59
C -4.30 0.83 -2.32
C -5.51 1.15 -1.43
N -5.52 0.45 -0.15
C -4.88 -0.66 0.26
C -5.10 -1.00 1.57
C -6.03 0.04 2.00
C -6.27 0.88 0.94
C 0.15 -0.21 -2.64
C -0.21 -0.94 -3.92
F -1.56 -0.87 -4.08
F 0.30 -0.33 -5.02
C 0.16 -2.47 -3.98
F 1.35 -2.66 -4.58
F -0.77 -3.07 -4.76
N 1.19 -0.38 -1.81
Br 2.60 -1.59 -1.97
H 0.96 -0.06 2.11
H 2.49 -1.10 1.88
H 3.13 1.06 0.40
H 1.23 3.81 -0.63
H 0.82 4.00 1.15
H -0.33 4.59 -0.05
H -0.94 2.25 1.93
H -1.98 1.28 -3.59
H -1.66 2.54 -2.41
H -2.65 0.03 -1.15
H -3.09 1.69 -0.75
H -4.32 1.56 -3.15
H -4.40 -0.16 -2.81
H -6.48 1.02 -1.95
H -5.45 2.23 -1.19
H -4.20 -1.26 -0.35
H -4.69 -1.83 2.14
H -6.47 0.17 2.98
H -6.91 1.75 0.88
H 0.11 -2.90 -2.97
C 1.40 6.96 4.12
S -0.21 6.68 3.35
O -0.20 5.30 2.79
C 0.03 7.82 1.98
H 1.48 6.31 4.99
H 2.19 6.72 3.41
H 1.47 8.00 4.43
H 0.91 7.52 1.41
H 0.15 8.83 2.37
H -0.85 7.77 1.34
C -3.29 -7.34 -5.07
S -3.08 -6.48 -3.51
O -4.35 -6.61 -2.76
C -3.04 -4.82 -4.21
H -3.38 -8.41 -4.87
H -4.19 -6.99 -5.57
H -2.41 -7.17 -5.71
H -3.96 -4.63 -4.77
H -2.18 -4.73 -4.87
H -2.95 -4.11 -3.40
C 5.26 -3.07 4.28
S 3.84 -3.72 3.40
O 3.01 -2.55 2.96
C 3.03 -4.44 4.84
H 5.89 -2.54 3.58
H 4.93 -2.38 5.06
H 5.82 -3.90 4.72
H 2.84 -3.66 5.58
H 3.67 -5.22 5.26
H 2.09 -4.87 4.52
C 6.38 1.54 1.68
S 5.94 -0.14 2.13
O 6.65 -0.46 3.40
C 6.85 -0.93 0.80
H 5.94 2.22 2.42
H 7.46 1.66 1.68
H 5.98 1.77 0.69
H 7.91 -0.66 0.85
H 6.44 -0.62 -0.16
H 6.75 -2.01 0.90

> Which value of net charge does entry 1 give?

+1

> Which formula does entry 2 have?

C24H44BClCoN2O4P2